[1]
# C5H12IP

2 unconnected molecules or ions with the total composition C5H12IP (wB97M-V/def2-TZVPD, the Open Molecules 2025 dataset).

Orbital gap = 9.658 eV
Structure (SMILES) = C=PC(C)(C)C.I

Each line ends with the natural charge from an NBO analysis.
Positions of all 19 atoms, in Å:
C  1.872  -0.585  0.109  -0.85
P  1.025  -0.251  -1.289  0.69
C  -0.476  0.587  -0.486  -0.28
C  -1.291  -0.440  0.278  -0.63
C  -0.112  1.820  0.484  -0.60
C  -1.245  1.058  -1.676  -0.62
H  1.450  -0.213  1.079  0.20
H  2.848  -1.012  0.282  0.22
H  -2.131  -0.863  -0.139  0.21
H  -0.673  -1.195  0.625  0.22
H  -1.556  -0.057  1.176  0.21
H  -1.011  1.892  1.032  0.21
H  0.189  2.668  -0.090  0.21
H  0.596  1.530  1.205  0.20
H  -0.574  1.641  -2.229  0.20
H  -1.451  0.186  -2.255  0.21
H  -2.097  1.647  -1.608  0.21
I  1.602  -4.441  2.001  -0.09
H  3.035  -3.972  1.500  0.10



[2]
# C28H86N16O13

13 unconnected molecules or ions with the total composition C28H86N16O13 (wB97M-V/def2-TZVPD, the Open Molecules 2025 dataset).

Orbital gap = 9.116 eV

Each line ends with the Löwdin charge.
Positions of all 143 atoms, in Å:
C  -1.538  -3.683  0.862  -0.06
C  -2.575  -4.506  1.734  -0.41
C  -4.043  -4.133  1.375  -0.22
O  -4.952  -5.000  1.987  -0.19
C  -6.265  -5.056  1.374  -0.07
N  -2.220  -5.860  1.420  0.03
H  -0.480  -3.922  0.966  0.07
H  -1.727  -2.611  0.810  0.05
H  -1.817  -3.954  -0.156  0.06
H  -2.389  -4.338  2.795  0.12
H  -4.153  -4.187  0.291  0.12
H  -4.182  -3.114  1.733  0.12
H  -6.808  -4.139  1.606  0.08
H  -6.883  -5.867  1.758  0.09
H  -6.229  -4.942  0.290  0.08
H  -2.154  -5.912  0.413  0.06
H  -3.039  -6.437  1.548  0.07
C  -1.129  -0.821  -1.549  -0.06
C  -0.431  0.357  -0.875  -0.39
C  -0.234  0.132  0.700  -0.19
O  0.407  1.199  1.352  -0.22
C  -0.436  2.379  1.522  -0.05
N  0.831  0.623  -1.555  0.07
H  -1.287  -0.753  -2.625  0.06
H  -2.073  -1.060  -1.058  0.07
H  -0.544  -1.695  -1.261  0.07
H  -1.038  1.228  -1.121  0.11
H  0.491  -0.682  0.724  0.10
H  -1.137  -0.188  1.220  0.10
H  0.154  3.228  1.870  0.08
H  -1.191  2.164  2.279  0.06
H  -0.988  2.666  0.627  0.07
H  0.615  0.925  -2.495  0.04
H  1.093  1.518  -1.168  0.07
C  2.135  2.956  4.013  -0.03
C  2.492  2.432  5.436  -0.42
C  3.790  1.711  5.527  -0.23
O  3.886  0.667  4.628  -0.19
C  5.068  -0.028  4.681  -0.11
N  2.340  3.434  6.490  0.03
H  2.939  3.373  3.406  0.08
H  1.372  3.719  3.861  0.06
H  1.858  2.049  3.476  0.04
H  1.678  1.741  5.652  0.12
H  3.894  1.398  6.566  0.13
H  4.679  2.317  5.353  0.13
H  5.926  0.628  4.834  0.09
H  5.187  -0.517  3.714  0.09
H  5.198  -0.759  5.478  0.09
H  1.462  3.910  6.338  0.04
H  2.141  2.987  7.374  0.07
C  1.445  -1.645  -4.470  -0.06
C  1.609  -1.639  -5.955  -0.42
C  1.597  -3.108  -6.514  -0.12
O  2.740  -3.909  -6.002  -0.19
C  4.022  -3.364  -6.252  -0.13
N  0.469  -0.853  -6.414  0.04
H  0.465  -1.974  -4.124  0.07
H  1.387  -0.653  -4.021  0.05
H  2.315  -2.071  -3.970  0.08
H  2.514  -1.103  -6.240  0.14
H  1.552  -3.137  -7.603  0.12
H  0.695  -3.561  -6.103  0.12
H  4.115  -2.691  -5.399  0.07
H  4.317  -2.756  -7.107  0.09
H  4.860  -3.991  -5.948  0.09
H  -0.383  -1.388  -6.317  0.07
H  0.549  -0.767  -7.417  0.09
C  -2.131  1.731  -4.257  -0.08
C  -0.984  2.171  -5.135  -0.27
O  0.283  1.591  -4.731  -0.13
H  -3.029  2.314  -4.461  0.08
H  -1.995  1.746  -3.175  0.07
H  -2.275  0.676  -4.489  0.05
H  -0.922  3.242  -4.944  0.11
H  -1.280  1.898  -6.148  0.11
H  0.404  0.764  -5.203  0.02
C  -2.805  -2.460  -4.491  -0.08
C  -2.898  -3.574  -3.504  -0.35
O  -2.835  -4.851  -4.092  -0.06
H  -1.798  -2.562  -4.895  0.05
H  -3.113  -1.447  -4.230  0.07
H  -3.496  -2.746  -5.284  0.08
H  -3.873  -3.640  -3.022  0.11
H  -2.091  -3.412  -2.789  0.09
H  -2.382  -5.386  -3.436  0.08
C  2.493  -3.733  0.128  -0.07
C  3.513  -3.803  1.357  -0.25
O  2.756  -3.468  2.519  -0.10
H  2.944  -3.813  -0.862  0.06
H  1.935  -2.799  0.061  0.04
H  1.819  -4.589  0.157  0.06
H  4.411  -3.192  1.273  0.10
H  3.865  -4.833  1.406  0.10
H  2.492  -4.298  2.923  0.09
C  -2.113  3.763  4.507  -0.77
O  -2.874  3.179  3.757  0.01
N  -2.004  5.043  4.546  0.18
N  -1.499  3.183  5.522  0.19
H  -2.525  5.462  3.789  0.11
H  -1.116  5.337  4.929  0.12
H  -1.064  3.794  6.198  0.10
H  -1.597  2.201  5.737  0.11
C  -0.057  -0.837  3.976  -0.77
O  -0.525  0.003  4.759  0.00
N  -0.715  -1.815  3.448  0.19
N  1.163  -0.816  3.585  0.20
H  -1.697  -1.945  3.645  0.12
H  -0.163  -2.489  2.937  0.10
H  1.787  -0.032  3.712  0.08
H  1.625  -1.600  3.148  0.09
C  -0.536  6.770  0.606  -0.76
O  0.575  7.103  0.205  0.01
N  -1.190  7.411  1.558  0.16
N  -1.015  5.631  0.259  0.19
H  -2.007  7.103  2.067  0.09
H  -1.001  8.386  1.743  0.11
H  -1.822  5.315  0.777  0.11
H  -0.674  5.105  -0.532  0.08
C  4.056  -0.156  0.392  -0.77
O  5.161  -0.415  0.823  0.00
N  3.748  -0.296  -0.854  0.18
N  3.130  0.364  1.227  0.20
H  2.794  -0.075  -1.101  0.05
H  4.361  -0.663  -1.568  0.12
H  2.188  0.334  0.865  0.05
H  3.264  0.393  2.228  0.08
C  1.294  4.236  -2.279  -0.77
O  0.265  3.814  -1.786  0.02
N  1.924  5.267  -1.834  0.19
N  1.792  3.780  -3.400  0.18
H  2.796  5.558  -2.254  0.12
H  1.595  5.631  -0.952  0.08
H  2.686  4.020  -3.804  0.12
H  1.196  3.142  -3.907  0.07
C  -4.092  1.354  0.488  -0.82
O  -4.518  1.181  -0.620  0.04
N  -3.782  0.393  1.282  0.18
N  -4.070  2.505  1.113  0.18
H  -3.799  -0.580  1.013  0.10
H  -3.768  0.590  2.273  0.12
H  -3.645  2.554  2.028  0.05
H  -4.506  3.320  0.707  0.12



[3]
# C3H3IS

2 unconnected molecules or ions with the total composition C3H3IS (wB97M-V/def2-TZVPD, the Open Molecules 2025 dataset).

Orbital gap (alpha / beta) = 6.218 / 8.547 eV

Each line ends with the natural charge from an NBO analysis.
Positions of all 8 atoms, in Å:
C  -0.824  1.330  -0.775  -0.15
C  0.074  0.835  -0.093  -0.14
C  0.846  0.273  0.879  -0.38
S  -0.510  -2.336  -0.146  -0.13
I  2.844  -0.081  0.276  0.20
H  -1.173  2.041  -1.463  0.23
H  0.453  -0.124  1.908  0.27
H  -1.710  -1.938  -0.586  0.10



[4]
# C13H8N4OS3

A single C13H8N4OS3 molecule (wB97M-V/def2-TZVPD, the Open Molecules 2025 dataset).

Orbital gap = 7.580 eV
Structure (SMILES) = O=c1nn[nH]c2c1sc1nsc(SCc3ccccc3)c12

Each line ends with the natural charge from an NBO analysis.
Positions of all 29 atoms, in Å:
O  4.313  1.498  -0.356  -0.56
C  3.506  0.648  -0.717  0.53
N  3.524  -0.658  -0.186  -0.24
N  2.415  -1.339  -0.037  0.08
N  1.246  -0.718  -0.503  -0.42
C  1.180  0.499  -1.095  0.19
C  2.318  1.277  -1.314  -0.21
S  1.968  2.857  -2.249  0.38
C  0.218  2.438  -2.209  0.07
N  -0.838  3.002  -2.686  -0.56
S  -2.309  2.219  -2.265  0.63
C  -1.365  0.879  -1.507  -0.34
S  -2.113  -0.378  -0.495  0.20
C  -2.138  0.048  1.338  -0.51
C  -0.769  0.103  1.929  -0.11
C  -0.120  -1.009  2.555  -0.21
C  1.173  -0.921  3.014  -0.20
C  1.807  0.312  2.993  -0.21
C  1.203  1.389  2.475  -0.23
C  -0.109  1.291  1.986  -0.15
C  0.012  1.204  -1.511  -0.19
H  0.383  -1.180  -0.114  0.44
H  -2.979  -0.381  1.916  0.26
H  -2.539  1.007  1.182  0.23
H  -0.543  -1.992  2.499  0.22
H  1.726  -1.847  3.348  0.23
H  2.849  0.519  3.393  0.23
H  1.763  2.327  2.407  0.23
H  -0.434  2.255  1.554  0.21



Record-wise energy above the lowest of the compared OMol25 structures with the same formula, charge and spin values, in kJ/mol: 192.2 555.4 256.8 192.2
Record-wise max |F| values, in eV/Å: 3.57 6.04 2.62 4.32